1.
C28H39F21Ni2O18 as an isolated structure in a non-equilibrium geometry. Source: OMol25; level of theory: ωB97M-V/def2-TZVPD.

Output
- energy relative to the best compared isomer or geometry (same formula, charge and spin) (kJ/mol) = 252.3
- spin multiplicity = 5
- maximum force (eV/A) = 6.74
- E_LUMO (spin up / spin down) (eV) = -1.56 / -1.53

The geometry in XYZ format:
```
108
C28H39F21Ni2O18 (ωB97M-V/def2-TZVPD)
Ni -1.4957 3.7144 -3.3748
Ni -0.6053 1.7616 -1.9031
O -0.2803 0.6268 -0.3886
H 0.0399 -0.1764 0.0662
O -0.7500 1.9368 -3.8945
H -0.2514 1.5760 -4.6533
O -2.4438 2.7748 -1.9414
H -3.1763 3.0706 -1.3666
O 0.0305 3.7906 -2.0808
H 0.3290 4.2748 -1.2864
C 3.7551 -0.3003 0.8658
C 5.2530 -0.3053 0.5572
O 6.0617 -0.5213 1.7577
C 6.3389 -1.6961 2.3628
O 6.0481 -2.7722 1.8283
C 7.2113 -1.6952 3.6337
F 7.6529 -0.5338 3.9921
F 6.4429 -2.0868 4.6410
F 8.1575 -2.6392 3.4752
H 3.5269 -1.1358 1.5276
H 3.2342 -0.5404 -0.0611
H 3.3984 0.6656 1.2234
H 5.5747 0.5075 -0.0939
H 5.3896 -1.1521 -0.1153
C -1.4206 -0.1360 3.8512
C -0.0197 0.4582 3.8721
O -0.0902 1.6928 3.1165
C 0.9777 2.4299 2.9074
O 1.9918 2.1975 3.5980
C 0.9431 3.4197 1.7077
F 2.1487 3.3414 1.1108
F -0.0592 3.1341 0.8722
F 0.7855 4.7452 2.1427
H -1.5008 -0.3086 2.7780
H -2.2429 0.4756 4.2227
H -1.4715 -0.9941 4.5214
H 0.7915 -0.2074 3.5774
H 0.1456 0.4953 4.9489
C 1.0263 -1.6300 -4.9124
C 0.5361 -0.8812 -6.1387
O 1.4565 0.0907 -6.5974
C 2.5140 -0.3084 -7.3980
O 2.5157 -1.4567 -7.9040
C 3.4464 0.7992 -7.7721
F 4.5206 0.6927 -6.9979
F 3.8865 0.7122 -8.9877
F 2.9391 2.0253 -7.6947
H 0.2848 -2.3626 -4.5937
H 1.2749 -0.9386 -4.1072
H 1.9945 -2.1139 -5.0416
H -0.4204 -0.3943 -5.9484
H 0.1919 -1.4999 -6.9674
C 3.5501 4.6972 -1.3644
C 4.3777 5.3074 -0.2643
O 5.6836 4.6634 -0.1216
C 6.8993 5.5027 -0.0974
O 6.9039 6.7114 -0.3756
C 8.1806 4.6444 0.1634
F 7.8705 3.3472 0.5199
F 9.0618 4.6418 -0.8258
F 8.7973 5.2398 1.1690
H 4.1438 4.9077 -2.2539
H 2.6566 5.2970 -1.5377
H 3.2300 3.6557 -1.3957
H 3.8277 5.2770 0.6762
H 4.6161 6.3400 -0.5193
C -4.1651 -8.7978 2.4522
C -3.1580 -7.9404 3.2155
O -3.0789 -6.7102 2.4448
C -2.8298 -5.4987 3.0476
O -2.6633 -5.4690 4.2799
C -2.7261 -4.3281 2.0897
F -3.8238 -3.6143 2.0705
F -1.7927 -3.5033 2.4638
F -2.6229 -4.7617 0.8613
H -3.9855 -8.8925 1.3813
H -5.0834 -8.2266 2.5887
H -4.2727 -9.7335 3.0009
H -2.2119 -8.4683 3.3355
H -3.4554 -7.8564 4.2608
C -7.1766 2.7542 4.4698
C -5.6812 2.3266 4.7482
O -4.7947 2.3681 3.6166
C -4.3600 3.4900 3.1016
O -4.8609 4.5734 3.3365
C -3.3870 3.3622 1.9000
F -4.1337 3.5198 0.7674
F -2.3586 4.2532 1.9067
F -2.8416 2.1976 2.0013
H -7.5742 2.5650 3.4727
H -7.2434 3.8381 4.5635
H -7.9481 2.3896 5.1481
H -5.6946 1.2626 4.9843
H -5.4090 2.8891 5.6413
C -4.1204 -2.1257 -0.5791
C -3.3410 -2.3042 -1.8434
O -4.3561 -2.8548 -2.7157
C -3.8726 -3.2864 -3.9017
O -2.6735 -3.2989 -4.2332
C -4.8681 -3.9964 -4.7849
F -4.9929 -3.3163 -5.9134
F -4.4208 -5.2172 -5.0154
F -6.0769 -4.0282 -4.2318
H -4.6812 -2.9623 -0.1622
H -4.7571 -1.2824 -0.8466
H -3.5102 -1.7848 0.2573
H -2.5175 -3.0078 -1.7217
H -2.8651 -1.3789 -2.1682
```

2.
C28H39IrN7O5PS3 as an isolated structure. Source: OMol25; level of theory: ωB97M-V/def2-TZVPD.

Output
- energy relative to the best compared isomer or geometry (same formula, charge and spin) (kJ/mol) = 17.8
- maximum force (eV/A) = 0.52
- E_LUMO (eV) = -0.16

The geometry in XYZ format:
```
84
C28H39IrN7O5PS3 (ωB97M-V/def2-TZVPD)
Ir 0.5897 -0.1848 -0.9015
C -0.7217 -5.8266 1.5420
C -1.4165 -5.3144 0.2880
N -0.5268 -4.5293 -0.5739
C -0.0034 -5.1734 -1.7756
C 1.2940 -5.9345 -1.5417
C -0.2297 -3.2621 -0.2556
S 1.0193 -2.4954 -1.1604
N -0.9396 -2.7558 0.7675
C -0.7119 -1.5851 1.3410
O 0.1069 -0.6677 1.0312
C -1.5461 -1.2942 2.5434
C -1.8360 0.0317 2.8512
C -2.6461 0.3220 3.9393
C -3.1428 -0.7023 4.7330
C -2.8444 -2.0255 4.4312
C -2.0585 -2.3218 3.3299
H -1.4252 -6.3921 2.1553
H -0.3446 -4.9916 2.1313
H 0.1157 -6.4795 1.2947
H -2.2690 -4.6955 0.5591
H -1.7769 -6.1489 -0.3132
H 0.1298 -4.4000 -2.5302
H -0.7808 -5.8494 -2.1349
H 2.0607 -5.2684 -1.1458
H 1.6552 -6.3509 -2.4832
H 1.1536 -6.7584 -0.8407
H -1.4514 0.8172 2.2132
H -2.8943 1.3514 4.1641
H -3.7678 -0.4708 5.5864
H -3.2310 -2.8242 5.0512
H -1.8366 -3.3469 3.0658
N 2.5634 1.5045 -4.0294
C 1.3200 1.6860 -4.5959
C 0.4306 1.0480 -3.7885
N 1.1174 0.4803 -2.7505
C 2.3963 0.7711 -2.9125
C 3.2696 0.3393 -1.8481
N 2.6664 -0.1579 -0.7854
C 3.6323 -0.6565 0.0393
C 4.8448 -0.4456 -0.5388
N 4.6019 0.1869 -1.7376
H 3.4244 1.9001 -4.3622
H 1.1850 2.2392 -5.5070
H -0.6376 0.9613 -3.8717
H 3.3873 -1.0969 0.9883
H 5.8418 -0.6577 -0.1999
H 5.2955 0.4501 -2.4138
O -2.4072 1.1001 0.1308
C -2.4973 0.3015 -0.7727
C -3.8354 -0.1173 -1.3605
C -3.4754 -1.1451 -2.4097
C -1.9601 -1.2459 -2.3398
O -1.3276 -1.9613 -3.0890
N -1.4509 -0.3984 -1.3688
H -4.3326 0.7693 -1.7537
H -4.4537 -0.5035 -0.5508
H -3.7457 -0.8561 -3.4253
H -3.8913 -2.1367 -2.2334
C -0.2973 5.6163 -0.4064
C 0.9550 5.4439 -1.2461
C 0.6623 4.9237 -2.6429
O 1.9773 4.6272 -0.6309
P 1.8603 3.3200 0.2812
S 3.6457 2.6353 0.5869
S 0.3018 2.1696 -0.4208
O 1.2025 3.9622 1.5965
C 0.8714 3.1010 2.7140
C 1.8515 3.3617 3.8391
C -0.5651 3.4031 3.0854
H -0.9337 6.3634 -0.8852
H -0.0476 5.9591 0.5955
H -0.8569 4.6838 -0.3275
H 1.4490 6.4143 -1.3314
H 0.1540 3.9615 -2.5923
H 1.5945 4.8080 -3.1995
H 0.0269 5.6351 -3.1747
H 0.9486 2.0600 2.3834
H 1.7819 4.4012 4.1657
H 2.8696 3.1641 3.5079
H 1.6215 2.7130 4.6867
H -0.6720 4.4636 3.3227
H -0.8571 2.8202 3.9608
H -1.2305 3.1566 2.2564
```

3.
C28H39N12O3PPbSTe as an isolated structure in a non-equilibrium geometry. Source: OMol25; level of theory: ωB97M-V/def2-TZVPD.

Output
- energy relative to the best compared isomer or geometry (same formula, charge and spin) (kJ/mol) = 71.1
- charge = +2
- maximum force (eV/A) = 1.50
- E_LUMO (eV) = -6.34

The geometry in XYZ format:
```
86
C28H39N12O3PPbSTe (ωB97M-V/def2-TZVPD)
Pb 1.0410 -0.0959 -0.5110
C -2.6808 -3.2707 -0.2235
C -3.6386 -2.9211 -1.2730
C -3.4106 -1.8522 -2.0492
C -2.2588 -1.0054 -1.8219
N -1.2703 -1.4362 -0.9523
C -1.4362 -2.5154 -0.2872
N -2.2410 0.1285 -2.4189
C -1.3508 1.1092 -2.4730
N -0.0327 1.0215 -2.4447
C 0.4783 2.3029 -2.6556
N 1.6988 2.6533 -2.7422
C 2.7952 1.8599 -2.6756
C 3.8801 2.2852 -3.4635
C 5.0223 1.5186 -3.5118
C 5.0838 0.3678 -2.7292
C 3.9941 0.0473 -1.9432
N 2.8705 0.7591 -1.9095
C -0.6296 3.2377 -2.8526
C -0.6853 4.5861 -3.1352
C -1.9478 5.1462 -3.3154
C -3.1037 4.3813 -3.2224
C -3.0501 3.0212 -2.9423
C -1.7977 2.4704 -2.7518
H -2.5678 -4.3379 -0.0527
H -4.5141 -3.5382 -1.4065
H -4.0672 -1.5682 -2.8537
H -0.5856 -2.8528 0.2938
H 3.7694 3.1946 -4.0346
H 5.8530 1.8091 -4.1381
H 5.9619 -0.2590 -2.7254
H 3.9994 -0.8273 -1.3116
H 0.2121 5.1783 -3.2159
H -2.0300 6.2009 -3.5305
H -4.0588 4.8544 -3.3862
H -3.9407 2.4144 -2.8936
C 1.9494 -4.9751 -2.0974
N 2.7133 -4.5201 -0.9507
C 3.7085 -5.4282 -0.4122
C 2.5220 -3.2600 -0.4869
N 1.8429 -2.3535 -1.0956
N 3.0986 -3.0100 0.7481
C 3.3789 -1.8241 1.3864
N 4.1851 -1.9826 2.4681
N 2.9162 -0.6916 1.0010
H 2.0263 -6.0564 -2.1648
H 2.3190 -4.5444 -3.0319
H 0.8951 -4.7186 -1.9764
H 3.9489 -6.1693 -1.1701
H 3.3417 -5.9630 0.4694
H 4.6346 -4.9043 -0.1728
H 1.5428 -2.6145 -2.0224
H 3.4205 -3.8402 1.2245
H 4.6374 -2.8529 2.6907
H 4.4823 -1.1788 2.9937
H 3.2998 0.0945 1.5087
C -1.4551 3.5501 3.7189
N -0.8584 3.4328 2.4069
C 0.0213 2.5097 2.0229
N 0.5484 1.6616 2.9118
S 0.5088 2.5195 0.4057
H -2.1942 4.3457 3.6916
H -0.7114 3.8056 4.4768
H -1.9556 2.6199 4.0033
H -1.1294 4.0949 1.6953
H 1.0691 0.8720 2.5699
H 0.2772 1.6752 3.8805
C -1.8717 -0.0655 5.8250
C -1.7572 -0.8704 4.5499
O -2.2587 -0.0904 3.4605
P -1.8874 -0.6124 1.9935
O -0.4471 -0.8588 1.8344
Te -3.4281 -2.5676 1.7976
O -2.3827 0.5527 1.0625
C -3.7616 0.9357 0.9508
C -3.8147 2.4003 0.5542
H -1.3635 -0.5871 6.6274
H -2.9115 0.0670 6.1025
H -1.4157 0.9123 5.7021
H -2.3410 -1.7944 4.6263
H -0.7187 -1.1355 4.3376
H -4.2681 0.7660 1.9061
H -4.2271 0.3126 0.1768
H -3.5773 3.0333 1.4038
H -4.8108 2.6517 0.2020
H -3.1048 2.5865 -0.2487
```